C19H46AlBClN6O6 as an isolated structure in a non-equilibrium geometry. Source: the Open Molecules 2025 dataset; level of theory: the ωB97M-V functional and the def2-TZVPD basis.

```
! RIJCOSX wB97M-V def2-TZVPD def2/J DEFGRID3
* xyz -1 1
C 1.512 -1.418 0.641
C 1.569 -0.150 1.418
Al 2.790 1.459 1.065
Cl 1.696 3.289 1.954
B 3.137 1.876 -0.918
O 2.478 3.109 -1.478
N 4.014 1.091 -1.876
C 3.172 -0.068 -2.387
C 5.291 0.593 -1.235
H 0.597 -1.609 -0.082
H 2.309 -2.277 0.755
H 0.854 -0.077 2.369
H 4.142 1.337 1.934
H 1.648 2.737 -1.922
H 2.082 0.344 -2.526
H 3.175 -0.883 -1.535
H 3.625 -0.583 -3.340
H 5.346 -0.598 -1.225
H 5.462 0.965 -0.132
H 6.176 0.923 -1.965
C 0.553 -3.240 -2.032
O 1.703 -3.013 -1.675
N 0.177 -4.187 -2.960
C -1.208 -4.395 -3.330
C 1.197 -5.000 -3.587
H -0.299 -2.677 -1.618
H -1.484 -5.428 -3.100
H -1.319 -4.216 -4.403
H -1.869 -3.716 -2.783
H 1.737 -5.553 -2.812
H 1.902 -4.347 -4.110
H 0.750 -5.702 -4.296
C -1.497 -4.074 1.246
O -1.835 -4.773 0.299
N -0.845 -4.519 2.376
C -0.479 -3.627 3.456
C -0.515 -5.925 2.488
H -1.700 -2.991 1.263
H 0.606 -3.657 3.587
H -0.969 -3.964 4.375
H -0.787 -2.600 3.241
H 0.130 -6.206 1.651
H -1.437 -6.512 2.435
H -0.004 -6.127 3.432
C 2.356 8.246 -0.523
O 2.140 9.421 -0.791
N 1.493 7.408 0.151
C 1.823 6.026 0.430
C 0.215 7.925 0.593
H 3.298 7.753 -0.814
H 1.075 5.381 -0.040
H 1.811 5.871 1.513
H 2.812 5.770 0.042
H -0.346 8.280 -0.276
H 0.387 8.768 1.270
H -0.357 7.150 1.109
C -3.014 8.319 3.491
O -1.817 8.060 3.455
N -3.706 9.037 2.540
C -5.125 9.302 2.655
C -2.991 9.544 1.386
H -3.651 7.981 4.325
H -5.637 8.872 1.789
H -5.282 10.384 2.674
H -5.535 8.864 3.569
H -2.544 8.704 0.847
H -2.192 10.209 1.727
H -3.667 10.090 0.723
C -0.827 -7.575 -1.279
O -0.158 -7.403 -2.290
N -1.976 -8.332 -1.200
C -2.713 -8.487 0.037
C -2.463 -8.995 -2.392
H -0.545 -7.116 -0.317
H -2.751 -9.550 0.295
H -3.729 -8.108 -0.107
H -2.237 -7.937 0.852
H -1.691 -9.677 -2.761
H -2.664 -8.242 -3.161
H -3.377 -9.555 -2.177
*
```

Computed properties:
Calculated total energy, eV: -61468.951
Strongest force on any atom, hartree/bohr: 0.0669
HOMO, Ha: -0.124